(1)
{"formula": "C26H78N3O11PS10", "method": "the ωB97M-V functional and the def2-TZVPD basis", "molar_mass_g_mol": 960.56, "homo_lumo_gap_ha": 0.307, "de_lowest_kj_mol": 60.1, "charge": 0, "total_energy_ev": -172848.8414, "e_lumo_ev": -0.078, "species": ["C", "H", "H", "H", "H", "H", "H", "H", "S", "H", "O", "C", "H", "H", "O", "O", "H", "H", "S", "S", "H", "H", "H", "H", "H", "C", "H", "C", "H", "S", "C", "H", "H", "H", "H", "H", "H", "C", "C", "C", "H", "N", "S", "H", "O", "H", "H", "C", "H", "H", "S", "H", "C", "H", "H", "C", "O", "C", "C", "H", "H", "H", "H", "C", "H", "O", "O", "H", "S", "H", "H", "H", "H", "C", "H", "H", "H", "H", "N", "C", "S", "H", "H", "S", "C", "H", "P", "C", "C", "H", "H", "H", "C", "H", "H", "O", "H", "H", "O", "H", "S", "H", "C", "C", "N", "H", "H", "O", "H", "H", "H", "C", "C", "H", "H", "C", "H", "H", "H", "H", "H", "O", "H", "H", "H", "C", "H", "H", "H"], "coordinates": [[-8.22, 3.89, -2.13], [1.00, -4.69, -0.25], [-6.81, -1.75, 8.11], [6.41, -1.68, 6.07], [-4.79, -7.07, 4.86], [-3.98, 7.53, 1.09], [-1.12, 2.04, -0.76], [2.19, -4.85, 1.03], [8.16, 5.72, -0.42], [-6.63, 2.11, 0.76], [8.65, -1.02, -0.24], [-3.39, -2.30, 4.46], [0.16, -5.39, 3.83], [3.83, -0.86, 2.30], [-2.65, -2.76, -1.92], [0.92, -7.37, 0.86], [8.94, 3.62, 0.54], [-6.11, -6.71, 3.71], [1.11, 2.40, -1.56], [5.23, -1.97, 3.94], [8.70, 1.01, -2.57], [0.44, 0.14, -1.95], [-5.65, -2.35, 3.02], [-2.97, 7.06, -2.25], [0.19, 1.38, 0.25], [7.79, 0.43, -2.40], [-5.47, -3.62, -3.89], [9.10, 4.66, 0.82], [-0.24, 3.19, 0.23], [-2.25, 8.61, -0.40], [-3.94, 8.30, 0.32], [-3.75, -4.05, -4.09], [1.78, -5.93, 3.43], [7.24, 0.50, -3.34], [6.03, 5.80, 0.92], [6.30, 4.17, 0.18], [-8.06, -1.90, 6.18], [0.64, 0.98, -2.62], [6.16, -1.08, 5.20], [5.83, -2.99, -7.46], [1.36, 0.59, -3.34], [-5.93, -5.44, 5.44], [4.51, -2.29, -6.43], [5.94, -2.46, -8.41], [4.69, -0.75, -6.56], [10.17, 4.87, 0.84], [-2.44, -2.73, 4.78], [-5.38, -3.38, 3.24], [-5.04, -1.13, -4.06], [10.29, -0.81, -2.94], [8.13, -1.21, -1.69], [9.25, -1.90, -3.78], [-0.15, 2.25, -0.31], [-6.92, -2.19, 4.83], [-4.61, 7.95, -0.47], [1.13, -4.70, 0.83], [8.31, 5.19, -1.82], [-7.41, 2.36, 0.04], [-5.89, -2.03, 7.60], [-4.21, 9.23, 0.82], [8.62, 4.84, 1.78], [3.84, 0.11, 3.78], [-4.94, -4.62, -2.71], [6.43, 5.24, 0.07], [-3.74, -0.16, -3.42], [-1.17, 8.36, 0.69], [2.41, 7.53, -5.82], [2.97, 4.20, -4.98], [3.02, 6.54, -4.86], [-3.19, -1.98, 3.44], [7.22, 1.00, -1.66], [-3.42, -1.58, -4.62], [5.56, -0.30, 5.66], [4.74, 6.23, -5.55], [-6.84, -6.35, 7.19], [-0.25, 0.98, -3.25], [-1.17, 7.22, -2.09], [-5.22, -2.56, 8.29], [-6.19, -2.96, 6.57], [-7.34, -2.59, 5.75], [-7.02, 3.92, -0.85], [5.39, 7.02, -5.18], [0.82, -3.80, 1.37], [0.19, -6.17, 1.50], [3.21, -2.71, -7.62], [-6.37, -3.81, 3.37], [-4.99, -4.02, 5.93], [9.56, -1.60, -2.78], [2.33, 4.94, -5.45], [-3.66, -1.48, 5.12], [5.45, -3.93, -7.85], [10.02, -2.54, -2.46], [-4.54, -3.85, -3.37], [-7.31, 1.53, -0.66], [-8.32, 2.43, 0.64], [2.46, 2.07, -0.92], [2.82, -3.73, -7.52], [5.23, 0.09, 2.63], [-3.88, -4.46, 6.81], [0.73, -7.15, 3.73], [-4.09, -2.37, -2.34], [-9.24, 3.98, -1.76], [0.72, -6.16, 3.29], [-7.11, -5.88, 6.24], [-4.48, -3.31, 4.42], [7.00, -0.54, 4.77], [5.89, 5.41, -0.86], [4.10, -2.71, 4.69], [-7.96, -3.41, 5.37], [5.16, 5.30, -5.16], [3.42, -2.46, -8.66], [-5.35, -6.28, 4.36], [-3.99, -1.15, -3.80], [1.28, 5.00, -5.17], [-7.67, -6.62, 5.66], [4.46, -0.50, 3.12], [-5.35, -1.20, 7.15], [-4.83, -3.87, 2.44], [2.58, -1.88, -7.32], [-7.84, -5.09, 6.34], [-4.67, -5.74, 3.69], [-5.67, 3.66, -1.49], [-8.00, 4.84, -2.63], [6.76, -3.12, -6.89], [-8.19, 3.14, -2.91], [-2.12, 7.15, -1.58], [4.78, 6.15, -6.64], [-2.12, 6.25, -0.96], [2.51, 4.93, -6.52]]}

---

(2)
{"formula": "C6H6BrN", "method": "the ωB97M-V functional and the def2-TZVPD basis", "molar_mass_g_mol": 172.03, "homo_lumo_gap_ha": 0.355, "de_lowest_kj_mol": 171.9, "charge": 0, "total_energy_ev": -77848.4667, "e_lumo_ev": 0.303, "species": ["C", "C", "H", "H", "C", "C", "Br", "H", "C", "N", "H", "H", "C", "H"], "coordinates": [[2.15, 0.80, 0.11], [-1.59, 0.85, -0.10], [0.64, -0.51, -2.10], [0.22, -1.71, 1.14], [0.16, -0.70, 1.15], [0.45, -0.81, -1.11], [-3.37, -0.05, 0.12], [0.48, -1.99, -1.14], [1.12, -0.08, 0.08], [3.01, 1.53, 0.12], [-1.33, 1.59, 0.77], [0.06, -0.14, 2.05], [-0.49, -0.16, -0.06], [-1.51, 1.38, -1.04]]}

---

(3)
{"formula": "C26H66BF4NO8", "method": "the ωB97M-V functional and the def2-TZVPD basis", "molar_mass_g_mol": 607.62, "homo_lumo_gap_ha": 0.067, "de_lowest_kj_mol": 227.8, "charge": 0, "total_energy_ev": -57427.3986, "e_lumo_ev": -3.485, "species": ["C", "F", "H", "H", "H", "H", "C", "O", "H", "F", "H", "H", "H", "H", "O", "B", "H", "H", "C", "C", "H", "H", "H", "H", "H", "C", "O", "H", "C", "C", "O", "H", "C", "H", "C", "H", "C", "H", "H", "H", "H", "H", "H", "H", "H", "H", "H", "C", "H", "C", "H", "H", "H", "H", "H", "C", "H", "F", "H", "H", "C", "H", "H", "H", "H", "H", "C", "H", "C", "H", "H", "C", "H", "C", "O", "H", "H", "C", "H", "H", "C", "O", "C", "H", "F", "N", "C", "H", "H", "C", "H", "C", "H", "H", "H", "H", "H", "C", "H", "H", "H", "H", "O", "C", "H", "O"], "coordinates": [[-3.81, -2.94, -1.80], [1.60, 1.31, 0.08], [-1.86, 3.39, -2.25], [0.98, -1.68, 1.73], [0.91, 4.20, -0.87], [-2.06, 2.81, 0.02], [-3.95, 4.40, -1.96], [0.06, -1.44, -3.22], [-4.03, 4.53, -2.98], [-0.51, 2.13, 0.33], [3.30, -0.50, 3.07], [2.83, -2.21, 3.70], [-1.35, -2.79, 1.45], [1.59, 4.24, -4.58], [-0.99, 0.44, 3.56], [0.28, 1.00, 0.05], [-4.92, -1.27, -2.75], [-4.16, -5.05, 0.09], [1.71, -2.88, -4.00], [3.19, 3.10, 3.12], [-0.85, 2.67, 3.65], [6.43, 0.40, 3.85], [0.47, 5.12, -2.33], [5.72, 2.69, 2.41], [-3.20, 2.02, -3.41], [3.90, 2.95, 1.74], [3.79, 1.60, 1.31], [1.26, -1.81, 4.14], [1.82, -1.77, 3.43], [-2.06, -3.28, 1.19], [-2.18, -1.30, -0.91], [2.97, 1.46, 0.89], [4.46, -0.36, 2.91], [4.69, -2.35, 3.39], [1.22, -2.78, -1.52], [-6.00, -4.67, 0.24], [-5.01, -3.73, -1.42], [-2.12, 1.71, 4.60], [5.49, 4.53, 2.18], [-4.50, -2.39, -3.73], [-2.76, 1.06, -1.98], [-2.67, -0.37, 1.59], [-5.00, 4.18, -1.54], [2.44, 2.60, -4.80], [2.30, 2.30, -1.28], [1.17, -4.01, -4.03], [1.11, -2.15, -0.87], [-3.40, 1.93, -2.24], [-2.34, -3.73, 2.22], [4.94, -1.73, 2.70], [1.98, -0.65, 3.20], [-3.73, 5.23, -1.50], [-1.77, -3.54, -2.17], [4.82, 1.31, 4.23], [-0.77, 0.49, 2.66], [1.33, 4.50, -1.87], [3.84, 2.59, 3.80], [0.03, 0.49, -1.18], [1.76, -2.47, -5.06], [2.77, -3.31, -3.95], [-4.59, -3.22, 0.97], [6.18, -1.68, 2.73], [-0.30, -0.67, -2.68], [-2.28, 1.74, 3.03], [-4.25, -0.56, 1.33], [0.63, 2.56, -2.99], [2.25, 3.57, -4.27], [2.23, 2.65, 3.33], [-5.00, -4.40, -0.03], [-2.66, -4.65, -1.57], [5.29, -0.19, 4.98], [-4.15, -1.92, -2.80], [-1.98, -4.07, 0.56], [-2.76, -3.92, -2.31], [2.55, 2.52, -2.15], [6.11, 3.40, 1.03], [4.92, -2.14, 1.76], [5.37, 0.36, 3.94], [0.26, -3.44, -1.47], [-5.47, -2.44, 0.79], [-3.31, -2.46, 0.73], [-2.73, 3.23, -0.36], [-1.58, 1.67, 3.74], [2.05, -1.27, -2.97], [-0.01, -0.04, 0.95], [-3.11, -2.18, -0.68], [5.37, 3.39, 1.92], [-4.76, -3.89, 1.99], [-3.21, -1.43, -3.33], [-2.84, 3.27, -1.79], [2.94, 4.42, 3.48], [-3.40, -1.09, 1.51], [3.35, 3.54, 0.96], [-3.65, -1.31, 2.58], [-4.57, 1.74, -1.91], [-5.31, -4.44, -2.18], [2.04, 5.11, -1.91], [1.32, -2.00, -2.87], [-2.89, -4.70, -3.14], [2.22, -3.50, -1.23], [-5.78, -3.17, -1.26], [3.83, 0.26, 1.07], [1.16, -2.41, 2.33], [1.56, 3.26, -2.82], [3.18, 3.99, -4.04], [4.62, 0.36, 1.72]]}

---

(4)
{"formula": "C6H13NOS", "method": "the ωB97M-V functional and the def2-TZVPD basis", "molar_mass_g_mol": 147.24, "homo_lumo_gap_ha": 0.381, "de_lowest_kj_mol": 447.8, "charge": 0, "total_energy_ev": -20801.6560, "e_lumo_ev": 0.826, "species": ["H", "H", "H", "H", "C", "H", "C", "H", "H", "C", "H", "H", "H", "C", "H", "O", "C", "N", "C", "S", "H", "H"], "coordinates": [[1.96, 0.03, -2.38], [-1.37, -1.39, -0.43], [-0.28, 2.14, -0.39], [2.22, -0.93, -0.80], [-0.83, -0.68, 2.03], [1.89, 1.19, 2.31], [1.75, -0.12, -1.28], [0.19, -2.25, -0.39], [-0.73, 1.06, 3.25], [-0.36, -1.41, -0.81], [-0.45, -1.66, -1.88], [0.04, 1.60, -2.10], [-1.47, 1.13, -1.26], [-0.41, 1.17, -1.16], [2.20, 0.75, -0.62], [1.58, -1.39, 1.31], [-1.12, 0.04, 3.09], [1.06, 1.19, 1.75], [0.31, -0.07, -0.69], [0.69, -0.13, 1.13], [-1.95, -0.36, 3.71], [-1.29, -1.73, 2.03]]}